Record 1
76
Properties=species:S:1:pos:R:3 method="wB97M-V/def2-TZVPD" charge=0 lumo_energy_ha=0.010 e_above_lowest_kcal_mol=0.00 orbital_gap_ev=6.92 total_energy_ev=-125073.3151
Ba 0.721 -0.315 -0.280
Se -0.400 -1.313 -3.105
P -0.982 -1.801 2.409
Si 0.431 -3.342 -2.694
O 2.215 1.310 -1.610
O 0.420 1.813 1.521
N 2.279 3.409 -2.557
N 2.233 3.940 -3.846
C -4.244 0.218 0.854
C -0.862 1.484 5.667
C -2.345 -1.186 1.346
C 2.082 2.049 -2.602
C 3.123 4.633 0.814
C 1.528 3.148 -6.101
C -2.867 -5.429 4.585
C -1.491 -5.261 4.509
C 1.837 2.899 -4.667
C 1.416 -3.432 -1.065
C -4.338 -0.336 -0.419
C 4.034 4.914 -1.793
C -1.799 -3.222 3.243
C 1.546 5.226 -3.947
C -0.480 0.696 3.433
C -3.440 -1.314 -0.813
C -3.708 -4.501 3.987
C 1.624 -3.894 -4.033
C -1.426 -0.793 5.075
C -2.457 -1.739 0.073
C -1.359 0.231 6.012
C -0.982 -0.563 3.778
C -0.964 -4.170 3.834
C -0.423 1.717 4.373
C -3.254 -0.197 1.729
C -0.013 0.757 2.016
C 4.663 5.592 -0.760
C 2.937 4.110 -1.511
C 4.214 5.449 0.545
C 1.768 1.742 -3.972
C 2.469 3.967 -0.211
C -3.178 -3.403 3.323
C -0.924 -4.634 -2.533
H 0.599 3.711 -6.206
H -1.597 -4.396 -1.706
H 5.516 6.221 -0.977
H 1.520 0.757 -4.331
H -0.031 2.682 4.071
H 1.631 5.581 -4.970
H -3.473 -1.732 -1.810
H -3.183 0.253 2.711
H 4.391 4.997 -2.811
H 0.492 5.137 -3.669
H 2.033 5.943 -3.291
H 1.406 2.198 -6.615
H 2.286 -2.764 -1.070
H -1.768 -2.518 -0.243
H -3.282 -6.284 5.103
H 0.803 -3.235 -0.177
H 2.325 3.712 -6.586
H -0.823 2.270 6.410
H 1.122 -3.905 -5.003
H -0.829 -5.986 4.966
H 1.616 3.340 0.005
H 2.006 -4.898 -3.832
H -4.782 -4.631 4.037
H 4.712 5.972 1.350
H -1.700 0.050 7.024
H -1.522 -4.663 -3.446
H 0.111 -4.049 3.760
H 2.764 4.515 1.828
H 2.470 -3.208 -4.108
H 1.811 -4.443 -0.936
H -3.845 -2.684 2.863
H -0.512 -5.632 -2.358
H -5.105 0.003 -1.104
H -1.822 -1.761 5.357
H -4.943 0.985 1.162



Record 2
80
Properties=species:S:1:pos:R:3 method="wB97M-V/def2-TZVPD" charge=0 lumo_energy_ha="-0.018 / -0.024" orbital_gap_ev="5.31 / 5.14" total_energy_ev=-140366.3541
Ca -4.012 -0.115 -2.019
Cl -0.276 -3.393 -0.298
Cl 2.696 1.213 0.167
Cl 5.011 -3.652 0.160
Cl 5.200 -0.568 0.205
Cl 2.247 -4.975 0.055
P -0.102 0.735 -2.462
P -1.617 1.664 -0.017
N -1.190 -0.569 -3.045
N 0.937 0.573 -3.781
N -3.351 1.695 0.606
N -1.003 3.258 0.715
C -2.073 2.503 -1.628
C -0.697 4.501 0.155
C -1.232 -1.878 -2.495
C -5.062 1.030 1.912
C -4.229 2.782 0.750
C 3.616 -2.650 0.141
C -2.294 -0.422 -3.880
C -7.046 0.287 -4.752
C -4.702 0.756 -5.499
C -4.874 2.260 -5.423
C 1.219 -2.521 -0.154
C 1.943 0.043 -5.757
C -5.669 -0.087 -5.101
C -5.487 2.766 -4.050
C -2.410 -2.463 -2.919
C -6.007 0.876 -2.435
C -0.162 4.556 2.351
C 3.666 -1.248 0.172
C -3.911 0.584 1.303
C 2.376 -3.285 0.019
C -1.123 2.182 -2.812
C -0.205 5.324 1.158
C 1.249 -1.172 0.095
C -7.275 0.761 -3.245
C 0.721 0.238 -5.125
C 2.984 0.268 -4.756
C -5.300 2.368 1.510
C -5.215 1.905 -2.856
C -1.044 -0.362 0.794
C 2.338 0.612 -3.575
C 2.466 -0.501 0.126
C -0.647 3.291 2.064
C -3.060 -1.585 -3.820
H -0.701 2.377 2.653
H -5.483 -1.156 -5.169
H -0.727 0.068 1.751
H -2.737 -3.453 -2.671
H -0.782 4.685 -0.914
H -5.958 0.492 -1.399
H 0.197 4.862 3.307
H -0.412 3.006 -2.936
H -3.279 -0.292 1.434
H -6.182 2.940 1.718
H -4.525 2.441 -2.205
H -7.525 0.998 -5.436
H 0.234 -0.701 0.324
H -3.890 2.758 -5.557
H -2.232 3.602 -1.555
H -7.657 -0.612 -4.862
H 0.138 6.332 1.031
H -0.265 -2.350 -2.356
H -3.883 -1.796 -4.475
H -0.263 0.169 -5.560
H -6.557 2.938 -4.259
H 4.065 0.180 -4.919
H -5.701 0.463 2.567
H -2.301 0.395 -4.570
H 2.750 0.892 -2.609
H -3.094 2.159 -1.863
H -3.958 0.415 -6.280
H -1.657 2.178 -3.774
H 2.123 -0.251 -6.798
H -4.083 3.687 0.193
H -7.862 1.690 -3.283
H -5.043 3.767 -3.895
H -5.538 2.607 -6.260
H -7.929 0.002 -2.837
H -1.633 -1.284 1.194



Please write out number 1 again, unchanged.
76
Properties=species:S:1:pos:R:3 method="wB97M-V/def2-TZVPD" charge=0 lumo_energy_ha=0.010 e_above_lowest_kcal_mol=0.00 orbital_gap_ev=6.92 total_energy_ev=-125073.3151
Ba 0.721 -0.315 -0.280
Se -0.400 -1.313 -3.105
P -0.982 -1.801 2.409
Si 0.431 -3.342 -2.694
O 2.215 1.310 -1.610
O 0.420 1.813 1.521
N 2.279 3.409 -2.557
N 2.233 3.940 -3.846
C -4.244 0.218 0.854
C -0.862 1.484 5.667
C -2.345 -1.186 1.346
C 2.082 2.049 -2.602
C 3.123 4.633 0.814
C 1.528 3.148 -6.101
C -2.867 -5.429 4.585
C -1.491 -5.261 4.509
C 1.837 2.899 -4.667
C 1.416 -3.432 -1.065
C -4.338 -0.336 -0.419
C 4.034 4.914 -1.793
C -1.799 -3.222 3.243
C 1.546 5.226 -3.947
C -0.480 0.696 3.433
C -3.440 -1.314 -0.813
C -3.708 -4.501 3.987
C 1.624 -3.894 -4.033
C -1.426 -0.793 5.075
C -2.457 -1.739 0.073
C -1.359 0.231 6.012
C -0.982 -0.563 3.778
C -0.964 -4.170 3.834
C -0.423 1.717 4.373
C -3.254 -0.197 1.729
C -0.013 0.757 2.016
C 4.663 5.592 -0.760
C 2.937 4.110 -1.511
C 4.214 5.449 0.545
C 1.768 1.742 -3.972
C 2.469 3.967 -0.211
C -3.178 -3.403 3.323
C -0.924 -4.634 -2.533
H 0.599 3.711 -6.206
H -1.597 -4.396 -1.706
H 5.516 6.221 -0.977
H 1.520 0.757 -4.331
H -0.031 2.682 4.071
H 1.631 5.581 -4.970
H -3.473 -1.732 -1.810
H -3.183 0.253 2.711
H 4.391 4.997 -2.811
H 0.492 5.137 -3.669
H 2.033 5.943 -3.291
H 1.406 2.198 -6.615
H 2.286 -2.764 -1.070
H -1.768 -2.518 -0.243
H -3.282 -6.284 5.103
H 0.803 -3.235 -0.177
H 2.325 3.712 -6.586
H -0.823 2.270 6.410
H 1.122 -3.905 -5.003
H -0.829 -5.986 4.966
H 1.616 3.340 0.005
H 2.006 -4.898 -3.832
H -4.782 -4.631 4.037
H 4.712 5.972 1.350
H -1.700 0.050 7.024
H -1.522 -4.663 -3.446
H 0.111 -4.049 3.760
H 2.764 4.515 1.828
H 2.470 -3.208 -4.108
H 1.811 -4.443 -0.936
H -3.845 -2.684 2.863
H -0.512 -5.632 -2.358
H -5.105 0.003 -1.104
H -1.822 -1.761 5.357
H -4.943 0.985 1.162